# 1
36
Properties=species:S:1:pos:R:3 method="wB97M-V/def2-TZVPD" homo_ev=-12.2 total_charge=+1 gap_ev=7.04
F -4.3015 -1.6709 2.7741
C -4.5692 -1.0405 1.5423
F -5.8433 -0.4518 1.7116
F -4.7041 -1.9813 0.5403
C -3.5726 0.1496 1.2172
C -2.0759 -0.0934 1.7051
N -1.3549 1.2393 1.6329
C -1.7958 2.0594 0.4305
C -2.3774 1.0247 -0.6616
O -3.5676 0.3483 -0.2085
H -3.9870 1.0795 1.7260
H -2.0334 -0.4506 2.7823
H -1.5153 -0.8852 1.0974
H -1.5726 1.7199 2.5197
H -0.3407 1.0789 1.4952
H -2.6756 2.7486 0.6842
H -0.9773 2.7272 0.0249
H -1.5355 0.2948 -0.9446
H -2.5930 1.5991 -1.6276
C 5.5519 -0.9044 -0.9807
O 4.4844 -0.0863 -0.5050
P 2.9283 -0.8038 -0.5156
O 2.9856 -0.9006 -2.0402
O 2.2540 0.6298 -0.0888
C 2.5720 1.7865 -0.8506
O 1.3770 -1.5298 -0.4656
C 1.0296 -2.4821 -1.4568
H 6.4869 -0.5283 -0.5638
H 5.4171 -1.9382 -0.6639
H 5.6042 -0.8485 -2.0704
H 2.8860 1.5491 -1.8691
H 3.3701 2.3403 -0.3521
H 1.6874 2.4235 -0.9051
H 1.8264 -3.2142 -1.5928
H 0.8017 -1.9822 -2.3986
H 0.1300 -3.0065 -1.1221

---

# 2
28
Properties=species:S:1:pos:R:3 method="wB97M-V/def2-TZVPD" homo_ev=-8.6 e_above_lowest_ev=2.553 total_charge=0 gap_ev=9.57
C -1.8908 1.5074 -1.1156
C -1.9623 0.6857 0.1627
C -2.2969 1.1873 1.3490
C -1.9498 -0.7982 -0.0543
C -3.2614 -1.4291 -0.2955
C 3.6308 -1.0006 -0.3268
C 2.8174 0.5717 1.2231
C 1.5776 0.1141 -0.7028
H -1.7894 2.5947 -0.9379
H -1.1005 1.1821 -1.7924
H -2.8242 1.3304 -1.7050
H -2.4610 2.2601 1.4493
H -2.3510 0.5948 2.2478
H -1.0902 -1.1806 -0.6180
H -3.2958 -2.2164 -1.0598
H -4.1035 -0.7399 -0.2405
H -2.1250 -2.5126 1.0865
H 4.2947 -1.4257 0.4349
H 4.1870 -0.2012 -0.8674
H 3.3608 -1.7980 -1.0135
H 3.4363 0.1611 2.0157
H 1.9049 0.9875 1.6954
H 3.3562 1.4055 0.7320
H 1.3091 -0.6559 -1.4334
H 0.6597 0.5138 -0.2309
H 2.0722 0.9356 -1.2599
N -2.5699 -1.6167 0.9737
N 2.4649 -0.4568 0.2834

---

# 3
31
Properties=species:S:1:pos:R:3 method="wB97M-V/def2-TZVPD" homo_ev=-7.8 e_above_lowest_ev=1.188 total_charge=0 gap_ev=8.57
C -0.3431 -2.7805 0.7911
C 0.8291 -1.9568 0.0826
C -1.0441 -1.4463 1.1159
C 0.0117 -0.7283 0.3737
C 1.1275 0.4227 -2.6506
C -1.6983 1.7737 -1.6046
C 1.1172 0.8327 -1.2006
C -1.1385 1.4180 -0.3069
N -0.1782 0.8596 2.7787
N -0.1148 0.3211 -0.4288
O 1.6158 -0.9306 3.0286
O 2.0750 0.9285 1.4697
S 1.1514 0.0176 2.0690
H -0.9012 -3.2949 0.0129
H 0.0868 -3.3452 1.5451
H 1.7151 -2.0239 0.6439
H 0.8605 -2.2364 -0.9362
H -1.9992 -1.3967 0.7195
H -1.1818 -1.2630 2.1791
H 0.7608 -0.5700 -2.8379
H 0.6237 1.0516 -3.3159
H 2.2079 0.4003 -2.8950
H -1.6897 0.9701 -2.2771
H -2.7436 2.0713 -1.4994
H -1.1749 2.6006 -2.1138
H 2.0366 0.5727 -0.7929
H 1.1481 1.9583 -0.9773
H -0.7295 2.2476 0.1748
H -1.8371 0.9564 0.3693
H -0.3932 0.6527 3.7370
H -0.1999 1.9170 2.7460

---

# 4
30
Properties=species:S:1:pos:R:3 method="wB97M-V/def2-TZVPD" homo_ev=-2.0 total_charge=-1 gap_ev=5.31
C 4.6526 0.5627 -2.2648
C 3.2366 0.9096 -2.7318
C 2.1507 0.4460 -1.7603
N 0.8873 0.2849 -2.4517
C -0.1985 -0.0437 -1.4699
P -1.8084 0.4711 -1.9942
O -2.8830 -0.1509 -1.1392
H 5.3155 1.3746 -2.5133
H 4.7108 0.3489 -1.2102
H 5.0153 -0.2930 -2.8185
H 3.0203 0.4684 -3.6893
H 3.1499 1.9814 -2.8119
H 2.4662 -0.5268 -1.3636
H 2.0543 1.1610 -0.9605
H 1.0352 -0.5110 -3.0535
H -0.0210 0.5366 -0.5783
H -2.0327 1.8869 -1.8848
H -2.0116 0.1675 -3.3663
C -2.7592 -0.7554 4.5377
C -3.1829 -0.8868 3.0776
C -2.0072 -1.1296 2.1278
C -1.0603 -0.0222 2.1684
N -0.3311 0.8517 2.1681
H -2.1000 0.1015 4.6832
H -3.6300 -0.6128 5.1807
H -2.2333 -1.6512 4.8760
H -3.7115 0.0173 2.7718
H -3.8863 -1.7162 2.9802
H -2.3567 -1.2236 1.0954
H -1.4807 -2.0472 2.3952

---

# 5
33
Properties=species:S:1:pos:R:3 method="wB97M-V/def2-TZVPD" homo_ev="-16.8 / -16.7" e_above_lowest_ev=4.156 total_charge=+2 gap_ev="7.53 / 7.33"
C 1.3049 -0.6947 2.6454
C 0.0071 -0.9107 0.5928
C 1.7938 -2.6470 1.4633
C -2.5074 0.8062 -3.2401
C -0.5974 2.3108 -3.0028
C -0.1646 1.2008 1.6111
C 3.7170 -1.2732 2.4189
C -1.4669 1.3789 -2.3063
N 0.4061 -0.1307 1.5410
N -0.7865 0.2662 -1.6903
N 2.2500 -3.8092 1.1231
N 2.2564 -1.6323 2.1363
O -2.4408 -0.3391 0.1239
O -1.3777 -2.1069 -1.3718
S -1.4829 -0.8582 -0.7501
H 0.5878 -1.0784 3.3721
H 1.9124 0.0533 3.1431
H -2.9867 -0.0595 -2.8066
H -3.1499 1.6050 -3.4431
H -1.9456 0.6099 -4.1364
H -0.9855 3.3163 -3.0046
H -0.6286 2.1699 -4.1617
H 0.4938 2.4376 -2.7100
H -1.1883 1.0935 1.4492
H 0.2407 1.8536 0.8276
H 0.2055 1.5153 2.6186
H 4.3570 -1.8488 1.7423
H 3.8035 -1.6850 3.5325
H 3.8072 -0.0570 2.4226
H -1.9563 1.8049 -1.3905
H -0.0852 -0.3363 -2.1234
H 1.7732 -4.3646 0.4278
H 2.9808 -4.3385 1.5386

---

# 6
39
Properties=species:S:1:pos:R:3 method="wB97M-V/def2-TZVPD" homo_ev="-7.3 / -7.2" e_above_lowest_ev=0.000 total_charge=0 multiplicity=2 gap_ev="7.25 / 5.63"
Pt -1.7092 0.5877 0.1168
C -2.0655 -3.4123 2.6364
O -2.3724 -3.3672 1.2298
C -1.9341 -2.3129 0.5717
O -1.2174 -1.4366 1.0686
N -2.3114 -2.3202 -0.7213
N -2.0844 -1.1420 -1.4366
H -2.2643 -4.4338 2.9415
H -2.7132 -2.7191 3.1684
H -1.0252 -3.1540 2.8104
H -3.0789 -2.9187 -0.9880
H -2.9776 -0.6984 -1.7653
H -1.4825 -1.3201 -2.2320
S -4.4406 0.6593 -2.5846
Sb -4.6121 1.8894 -0.6398
S -3.8166 0.2325 0.9809
S -2.2206 2.6439 -0.4919
C 0.8463 2.0212 -1.0901
N 0.4298 0.8957 -0.2039
C 1.1083 -0.3401 -0.7007
N 2.5528 -0.1977 -0.7092
C 2.9042 0.9380 -1.5677
N 2.2912 2.1820 -1.1007
C 2.7499 2.4330 0.2684
N 2.4013 1.3308 1.1710
C 0.9569 1.1804 1.1727
C 3.0012 0.0991 0.6548
H 0.3718 2.9324 -0.7342
H 0.4853 1.8133 -2.0978
H 0.7591 -0.5248 -1.7176
H 0.8178 -1.1689 -0.0608
H 2.5688 0.7336 -2.5858
H 3.9881 1.0560 -1.5726
H 2.2916 3.3522 0.6357
H 3.8331 2.5586 0.2617
H 0.4883 2.0987 1.5249
H 0.6662 0.3565 1.8237
H 2.7273 -0.7311 1.3080
H 4.0866 0.2035 0.6555

---

Across the entries above, strongest force on any atom takes the values 9.6, 1.0, 3.8, 2.0, 4.5, 0.7 eV/Å, respectively.